This record from the OMol25 dataset describes an isolated ion of composition C3H9N2O and charge +1 in a non-equilibrium geometry. The level of theory is ωB97M-V/def2-TZVPD.

Computed properties:
Orbital gap, eV: 11.488
Relative energy (zero: lowest compared OMol25 entry of this formula, charge and spin), kJ/mol: 110.9

The geometry in ORCA input format:
```
! RIJCOSX wB97M-V def2-TZVPD def2/J DEFGRID3
* xyz 1 1
C -0.60702 0.27553 -2.47005
N -0.87467 -0.10883 -1.06136
C 0.15303 -0.85732 -0.23569
C 0.45571 0.05518 0.99623
N 1.02254 -0.49848 2.13221
O 0.04549 1.22739 0.99845
H -0.78215 -0.54701 -3.10176
H -1.28614 1.02742 -2.78631
H 0.37200 0.70697 -2.38178
H -1.81234 -0.42705 -0.80412
H -0.95078 0.84705 -0.64089
H -0.27537 -1.78277 0.09368
H 0.99340 -0.97734 -0.83779
H 0.77156 0.06903 2.96645
H 1.56046 -1.32457 2.26611
*
```